1.
C3H6ClFN2O | ωB97M-V/def2-TZVPD

SMILES ... NC(=O)[C@H](N)[C@H](F)Cl
Charge ... 0
HOMO-LUMO gap ... 10.529 eV
Energy ... -862.64023 hartree
Relative energy (zero: lowest compared OMol25 entry of this formula, charge and spin) ... 38.2 kcal/mol

Last columns: bonded neighbours and bond lengths (Å).
Atoms and positions in Å:
1 Cl 2.9382 0.0827 -0.1633  C12 1.786
2 C 0.1793 0.4675 0.3388  N10 1.420, C11 1.530, C12 1.602, H13 1.090
3 O -2.1204 0.7926 -0.4504  C11 1.263
4 H 0.6054 2.4222 1.1300  N10 1.202
5 H -0.5241 2.1587 -0.5663  N10 1.235
6 H 1.2045 -0.4224 -1.5704  C12 1.176
7 N -1.3330 -1.3630 0.0748  H8 1.006, C11 1.372, H14 1.127
8 H -0.5276 -1.8038 0.4857  N7 1.006
9 F 0.8923 -1.6880 0.0789  C12 1.361
10 N 0.4708 1.8346 0.0903  C2 1.420, H4 1.202, H5 1.235
11 C -1.2117 -0.0060 -0.0878  C2 1.530, O3 1.263, N7 1.372
12 C 1.2546 -0.4647 -0.3960  Cl1 1.786, C2 1.602, H6 1.176, F9 1.361
13 H 0.2867 0.0668 1.3473  C2 1.090
14 H -2.1150 -2.0772 -0.3116  N7 1.127

=====

2.
C3H6ClFO | ωB97M-V/def2-TZVPD

SMILES ... COC[C@@H](F)Cl
Charge ... 0
HOMO-LUMO gap ... 10.758 eV
Energy ... -753.07393 hartree
Relative energy (zero: lowest compared OMol25 entry of this formula, charge and spin) ... 83.8 kcal/mol

Last columns: bonded neighbours and bond lengths (Å).
Atoms and positions in Å:
1 C 0.7976 -0.4707 -1.1070  H2 1.208, H4 1.080, H5 1.068, O8 1.556
2 H -0.3193 -0.3687 -1.5565  C1 1.208
3 Cl -2.1462 -0.8127 -0.1201  C10 1.833
4 H 1.2830 -1.1799 -1.7602  C1 1.080
5 H 1.5472 0.2901 -1.1251  C1 1.068
6 H -0.0066 -0.2441 1.9907  C12 0.982
7 F -0.8171 1.2648 -0.5972  C10 1.295
8 O 0.9216 -0.9667 0.3624  C1 1.556, C12 1.289
9 H -1.3065 1.2444 1.2815  C10 1.156
10 C -1.0081 0.5115 0.4391  Cl3 1.833, F7 1.295, H9 1.156, C12 1.593
11 H 0.7290 0.8109 1.1111  C12 0.977
12 C 0.3253 -0.0787 1.0813  H6 0.982, O8 1.289, C10 1.593, H11 0.977

=====

3.
C3H6ClFS | ωB97M-V/def2-TZVPD

SMILES ... C[C@](F)(Cl)CS
Charge ... 0
HOMO-LUMO gap ... 10.371 eV
Energy ... -1076.12313 hartree
Relative energy (zero: lowest compared OMol25 entry of this formula, charge and spin) ... 14.7 kcal/mol

Last columns: bonded neighbours and bond lengths (Å).
Atoms and positions in Å:
1 C -1.3997 0.2057 0.1391  C4 1.491, H5 1.174, H7 1.170, H10 1.106
2 H 1.2455 -2.5664 -0.4894  S6 1.396
3 C 1.0152 -0.0089 -0.5100  C4 1.492, S6 1.882, H9 1.111, H12 1.142
4 C 0.0254 0.4178 0.5223  C1 1.491, C3 1.492, Cl8 1.767, F11 1.386
5 H -1.8774 0.9187 0.9396  C1 1.174
6 S 0.6848 -1.6465 -1.3767  H2 1.396, C3 1.882
7 H -1.6595 -0.9167 0.3403  C1 1.170
8 Cl 0.3674 2.1307 0.7884  C4 1.767
9 H 0.7523 0.8342 -1.1848  C3 1.111
10 H -1.4609 0.6868 -0.8551  C1 1.106
11 F 0.2551 -0.2005 1.7417  C4 1.386
12 H 2.0517 0.1449 -0.0555  C3 1.142

=====

4.
C3H6ClN | ωB97M-V/def2-TZVPD

Charge ... 0
HOMO-LUMO gap ... 9.391 eV
Energy ... -632.65681 hartree
Relative energy (zero: lowest compared OMol25 entry of this formula, charge and spin) ... 106.6 kcal/mol

Last columns: bonded neighbours and bond lengths (Å).
Atoms and positions in Å:
1 H -2.3107 -1.3678 -0.3987  N4 1.266
2 C -0.4619 -0.2334 0.0207  C5 1.275, C7 1.515, H8 1.181
3 H -3.2663 0.7054 -1.3026  no bonds
4 N -2.8939 -0.2496 -0.2839  H1 1.266, C7 1.424
5 C 0.6145 0.3872 -0.2671  C2 1.275, H10 1.191, Cl11 1.802
6 H -1.7829 1.3139 0.7475  C7 1.058
7 C -1.8107 0.2954 0.4635  C2 1.515, N4 1.424, H6 1.058, H9 1.133
8 H -0.4159 -1.3187 0.4848  C2 1.181
9 H -2.1016 -0.1249 1.4745  C7 1.133
10 H 0.4940 1.5717 -0.2904  C5 1.191
11 Cl 2.3287 -0.1016 -0.0018  C5 1.802

=====

5.
C3H6ClN | ωB97M-V/def2-TZVPD

Charge ... 0
2S+1 ... 3
HOMO-LUMO gap (spin up / spin down) ... 5.832 / 7.970 eV
Energy ... -632.61469 hartree
Relative energy (zero: lowest compared OMol25 entry of this formula, charge and spin) ... 52.1 kcal/mol

Last columns: bonded neighbours and bond lengths (Å).
Atoms and positions in Å:
1 H 2.1833 -1.2138 0.7239  C3 1.128
2 H 2.1555 0.5094 0.3213  C3 1.063
3 C 1.8458 -0.4449 -0.0290  H1 1.128, H2 1.063, C4 1.486, H7 1.093
4 C 0.3622 -0.4179 -0.1148  C3 1.486, H6 1.110, N10 1.245
5 Cl -2.7310 -0.4952 -0.6005  C11 1.795
6 H -0.0308 -1.4405 -0.2932  C4 1.110
7 H 2.5181 -0.6525 -0.8654  C3 1.093
8 H -2.1680 1.7427 -0.5054  C11 1.054
9 H -2.1097 0.7961 1.1543  C11 1.097
10 N -0.1491 0.6928 0.1190  C4 1.245, C11 1.743
11 C -1.8763 0.9238 0.0898  Cl5 1.795, H8 1.054, H9 1.097, N10 1.743

=====

6.
C3H6ClN2 | ωB97M-V/def2-TZVPD

Charge ... +1
HOMO-LUMO gap (spin up / spin down) ... 7.388 / 7.619 eV
Energy ... -687.19740 hartree
Relative energy (zero: lowest compared OMol25 entry of this formula, charge and spin) ... 102.3 kcal/mol

Last columns: bonded neighbours and bond lengths (Å).
Atoms and positions in Å:
1 C 0.1956 -1.9196 0.9295  H2 1.117, H9 1.071, N11 1.315
2 H -0.1224 -1.8440 -0.1391  C1 1.117
3 H -0.2268 -0.8294 2.5981  N11 1.031
4 H 0.3260 2.2004 -1.2831  C8 1.132
5 C -0.2220 0.3542 1.1099  N11 1.325, N12 1.214
6 H 0.7346 3.3384 0.3850  C8 1.195
7 Cl -0.5981 -0.3682 -2.8862  H10 1.277
8 C 0.3892 2.3329 -0.1611  H4 1.132, H6 1.195, N12 1.235
9 H 0.0739 -2.9102 1.3168  C1 1.071
10 H -0.9151 -0.8592 -4.0221  Cl7 1.277
11 N 0.1360 -0.8099 1.6329  C1 1.315, H3 1.031, C5 1.325
12 N 0.2291 1.3147 0.5196  C5 1.214, C8 1.235

=====

7.
C3H6ClN2 | ωB97M-V/def2-TZVPD

SMILES ... N/C(C=[NH2+])=C/Cl
Charge ... +1
HOMO-LUMO gap ... 7.589 eV
Energy ... -687.24939 hartree
Relative energy (zero: lowest compared OMol25 entry of this formula, charge and spin) ... 69.6 kcal/mol

Last columns: bonded neighbours and bond lengths (Å).
Atoms and positions in Å:
1 N 0.0644 -1.2300 0.1274  H5 1.002, H8 1.020, C9 1.416
2 C 0.2022 0.2558 2.0726  H3 1.022, C9 1.494, Cl12 1.672
3 H 0.2363 -0.6729 2.4989  C2 1.022
4 H 0.1371 -0.6849 -1.9916  N10 1.070
5 H 0.3935 -1.9655 0.7238  N1 1.002
6 H -0.3451 0.7140 -2.9026  N10 1.004
7 C 0.0651 0.9674 -0.8965  C9 1.721, N10 1.267, H11 1.115
8 H -0.8357 -1.6740 -0.0562  N1 1.020
9 C 0.0464 0.1067 0.5938  N1 1.416, C2 1.494, C7 1.721
10 N -0.0832 0.3625 -1.9997  H4 1.070, H6 1.004, C7 1.267
11 H -0.0527 2.0714 -0.9937  C7 1.115
12 Cl 0.1715 1.7495 2.8238  C2 1.672

=====

8.
C3H6ClN3 | ωB97M-V/def2-TZVPD

SMILES ... C/C=N\Cl.N#CN
Charge ... 0
HOMO-LUMO gap ... 10.251 eV
Energy ... -742.27861 hartree
Relative energy (zero: lowest compared OMol25 entry of this formula, charge and spin) ... 53.1 kcal/mol

Last columns: bonded neighbours and bond lengths (Å).
Atoms and positions in Å:
1 C -1.2869 0.2114 0.6927  C3 1.463, H7 1.112, H11 1.076, H12 1.131
2 Cl -0.1483 -2.1469 -0.5289  N6 1.710
3 C -0.0267 -0.3160 1.2160  C1 1.463, H5 1.057, N6 1.239
4 H 3.6093 0.3778 1.4617  N10 0.964
5 H 0.5044 -0.1234 2.1093  C3 1.057
6 N 0.6455 -1.1833 0.6401  Cl2 1.710, C3 1.239
7 H -1.2825 0.7550 -0.2773  C1 1.112
8 C 2.5285 0.8608 -0.0172  N10 1.323, N13 1.177
9 H 3.6921 -0.7399 0.2787  N10 0.938
10 N 3.4919 0.1404 0.5344  H4 0.964, C8 1.323, H9 0.938
11 H -1.9491 -0.6335 0.6186  C1 1.076
12 H -1.6736 0.9878 1.4184  C1 1.131
13 N 1.6783 1.5793 -0.3993  C8 1.177